[1]
The following is a DFT calculation (ωB97M-V/def2-TZVPD) of a 2-piece molecular cluster, CH2N3O6P overall in a non-equilibrium geometry.

Each line ends with the natural charge from an NBO analysis.
Element x y z (Å)
P  1.62  -0.72  -0.01  2.41
O  1.50  2.09  0.04  -0.54
O  2.63  -0.58  -1.11  -1.18
O  2.05  -0.67  1.44  -1.21
O  -1.96  -1.69  0.04  -0.63
O  -0.65  2.26  -0.13  -0.62
O  0.73  -2.06  -0.29  -1.06
N  0.20  0.31  -0.04  -0.74
N  0.40  1.52  -0.07  0.59
N  -2.47  0.62  0.15  -0.81
C  -2.19  -0.54  0.07  0.85
H  -0.20  -1.79  0.06  0.51
H  -1.69  1.25  -0.15  0.43

Results
Multiplicity   1
Energy above the lowest of the compared OMol25 structures with the same formula, charge and spin   24.3 kJ/mol
Total charge   -2

=====

[2]
The following is a DFT calculation (ωB97M-V/def2-TZVPD) of a 2-piece molecular cluster, C11H18NO2S2 overall in a non-equilibrium geometry.

Each line ends with the natural charge from an NBO analysis.
Element x y z (Å)
S  -1.19  0.76  -0.45  -0.32
S  0.33  -1.57  0.28  -0.40
O  -3.38  0.14  1.04  -0.55
O  -1.60  -0.28  4.68  -0.55
N  0.92  -0.09  -1.87  -0.48
C  2.04  -1.01  -1.99  -0.23
C  -1.86  1.14  2.66  -0.56
C  -2.34  -1.38  4.13  -0.05
C  0.08  -0.29  -0.78  -0.09
C  3.02  0.38  -3.86  -0.40
C  -2.37  -1.41  2.60  -0.58
C  1.85  1.35  -3.66  -0.40
C  -1.96  1.02  4.18  -0.06
C  2.62  -1.01  -3.40  -0.40
C  -2.60  -0.02  1.97  0.66
C  1.23  1.29  -2.26  -0.22
H  1.87  -1.41  -4.08  0.19
H  -2.99  1.24  4.50  0.15
H  2.16  2.39  -3.86  0.20
H  1.94  1.74  -1.54  0.16
H  2.83  -0.75  -1.26  0.17
H  -2.35  2.07  2.37  0.22
H  3.48  -1.70  -3.41  0.20
H  1.08  1.10  -4.39  0.19
H  -3.21  -2.04  2.30  0.22
H  1.68  -2.03  -1.75  0.24
H  3.28  0.35  -4.92  0.19
H  -1.84  -2.26  4.56  0.19
H  -0.81  1.16  2.31  0.27
H  -3.37  -1.33  4.52  0.14
H  0.30  1.88  -2.23  0.25
H  3.89  0.72  -3.30  0.19
H  -1.44  -1.83  2.19  0.28
H  -1.27  1.69  4.72  0.19

Results
Multiplicity   1
Total charge   -1
Energy   -1431.59109 a.u.

=====

[3]
The following is a DFT calculation (ωB97M-V/def2-TZVPD) of a 2-piece molecular cluster, C6H12O overall.

Each line ends with the natural charge from an NBO analysis.
Element x y z (Å)
O  -1.21  -1.21  -1.37  -0.72
C  -0.30  2.00  -1.60  -0.44
C  -0.17  -1.41  -0.43  -0.06
C  -0.52  -0.89  0.96  -0.42
C  0.35  2.24  -0.26  -0.20
C  0.61  -1.11  1.96  -0.61
C  1.15  1.88  -1.21  -0.19
H  2.14  1.63  -1.55  0.22
H  -2.03  -1.57  -0.99  0.46
H  0.11  -2.47  -0.37  0.15
H  -0.89  1.10  -1.76  0.21
H  0.34  -0.76  2.96  0.21
H  0.69  -0.86  -0.82  0.18
H  -0.61  2.86  -2.21  0.17
H  1.51  -0.57  1.65  0.21
H  0.87  -2.17  2.04  0.20
H  -1.43  -1.41  1.32  0.19
H  0.18  2.53  0.76  0.22
H  -0.77  0.17  0.89  0.21

Results
Multiplicity   1
Energy above the lowest of the compared OMol25 structures with the same formula, charge and spin   320.9 kJ/mol
Total charge   0
SMILES   C1=CC1.CCCO